# 1
The following is a quantum chemistry calculation of a 3-piece molecular cluster, C2H9NO3 overall, from OMol25.

XYZ file:
```
15
Properties=species:S:1:pos:R:3:forces:R:3:mulliken_charge:R:1
N 1.06726 -0.79282 0.72892 0.023 -0.330 0.328 -0.61
C -0.19742 -0.14979 0.41539 -0.380 0.681 -0.263 -0.48
C -0.50265 -0.14551 -1.05585 -0.897 0.214 -0.723 0.03
O -1.58394 -0.47824 -1.50166 0.401 0.017 0.360 -0.54
H 1.02103 -1.79786 0.57654 -0.091 0.144 -0.095 0.22
H 1.22808 -0.68717 1.72537 0.185 0.051 -0.071 0.25
H -1.10835 -0.46439 0.93399 0.236 -0.460 0.092 0.39
H -0.11367 0.91783 0.65728 0.162 -0.013 0.025 0.30
H 0.20504 0.29926 -1.77512 0.509 -0.237 0.321 0.38
O -3.28874 0.85850 0.45113 0.260 0.055 0.274 -0.63
H -2.89610 0.38696 -0.29700 -0.335 -0.041 -0.084 0.35
H -4.17861 1.12113 0.20861 0.006 -0.077 -0.192 0.30
O 3.46054 0.36674 -0.72314 0.013 0.064 -0.403 -0.68
H 2.72996 -0.04600 -0.23528 0.124 0.054 0.288 0.42
H 4.15758 0.61136 -0.10917 -0.215 -0.121 0.142 0.31
```
Forces are in eV/Å.

Its total energy is -362.05878 a.u. For the HOMO-LUMO gap, the calculation gives 10.84 eV. As for the structure (SMILES): NCC=O.O.O.

***

# 2
The following is a quantum chemistry calculation of a 3-piece molecular cluster, C25H53F5N3O8S overall, from OMol25.

XYZ file:
```
95
Properties=species:S:1:pos:R:3:forces:R:3:mulliken_charge:R:1
O -3.35974 6.09620 3.45559 -0.703 -2.306 -3.313 -0.55
S -4.06515 5.48940 2.27068 -1.584 3.704 3.384 1.09
O -5.32644 6.23898 1.96622 3.282 -3.216 -0.143 -0.58
O -4.38138 3.88015 2.67529 0.753 1.694 -1.079 -0.47
C -2.91288 5.43540 0.80675 1.009 -0.789 -0.748 -0.68
C -1.98955 4.11272 0.87150 0.459 0.203 0.055 -0.04
C -0.69984 4.32343 -0.07853 -0.213 0.001 0.622 -1.11
C 0.32163 3.09875 0.06151 -2.499 -0.899 -2.326 -0.12
C 0.51717 2.26502 -1.31409 1.046 -0.499 1.072 -1.23
C 1.07607 0.81398 -0.84454 -0.388 0.852 -0.239 0.58
C 1.23709 -0.18307 -2.07944 -0.340 0.013 1.138 -0.96
C 1.25216 -1.72074 -1.54698 -0.595 1.563 -0.906 -0.23
C 0.65325 -2.59787 -2.74611 1.246 0.083 -0.371 -1.11
C 1.22611 -4.07468 -2.83733 -1.356 0.168 -1.436 0.76
F 2.36032 -4.15396 -3.67366 -1.804 0.144 2.065 -0.29
F 0.21919 -4.84748 -3.49861 1.806 1.073 1.273 -0.25
C 1.47464 -4.79700 -1.44275 0.762 -2.961 0.766 0.67
F 1.70496 -6.16855 -1.69887 -0.364 2.972 0.497 -0.26
F 2.62995 -4.35580 -0.77201 -2.820 -0.440 -1.260 -0.24
F 0.34192 -4.77962 -0.60178 2.677 0.707 -1.833 -0.26
C 2.41313 1.02768 0.02104 -0.730 -0.519 0.089 -0.87
C 2.35421 2.25544 1.03858 1.859 -1.638 0.985 0.03
O 3.72458 2.59122 1.39040 -1.671 -0.682 0.263 -0.54
N 1.70305 3.48641 0.49267 -0.733 -0.051 0.673 0.38
H -3.55730 3.47923 3.04029 -0.689 0.596 -0.106 0.36
H -2.21061 6.34213 0.82424 -1.342 -1.114 0.548 0.41
H -3.48288 5.51132 -0.18534 0.470 -0.338 1.672 0.39
H -1.58885 3.92855 1.92826 -0.643 0.515 -1.241 -0.05
H -2.57683 3.16620 0.59453 0.827 1.463 0.145 0.33
H -1.11945 4.44489 -1.13474 1.093 -0.113 1.298 0.40
H -0.12675 5.26105 0.25542 -1.093 -1.028 -0.611 0.31
H -0.16413 2.35063 0.78145 1.176 1.180 -0.572 0.43
H 1.33540 2.74949 -1.96386 -1.321 -0.453 0.770 0.19
H -0.44528 2.20108 -1.90654 1.139 0.020 0.819 0.45
H 0.28074 0.41228 -0.11983 1.024 0.357 -1.095 0.21
H 0.31451 -0.02650 -2.74624 1.461 -0.224 0.807 0.39
H 2.19996 0.08148 -2.63318 -1.393 -0.456 0.490 0.33
H 0.56425 -1.71550 -0.63095 1.188 -0.490 -1.187 0.31
H 2.33274 -1.95046 -1.29569 -1.489 -0.141 -0.167 0.31
H 0.97791 -2.06963 -3.71316 -0.416 -1.043 1.251 0.42
H -0.47787 -2.63928 -2.78189 1.393 -0.047 0.407 0.34
H 2.53984 0.07785 0.65198 -0.024 1.428 -0.740 0.42
H 3.36517 1.11338 -0.60102 -1.368 0.174 0.632 0.19
H 1.81598 2.01308 2.02278 0.325 0.330 -1.650 0.32
H 3.93737 1.93732 2.09494 0.209 0.813 -0.605 0.42
H 2.18537 3.86036 -0.34568 0.039 -0.084 0.767 0.50
H 1.63642 4.19824 1.26196 0.526 -0.162 -0.460 -0.05
C 0.40806 5.69181 7.95505 -0.269 0.024 -0.150 -0.75
O -0.15985 6.69153 7.12260 0.386 -0.091 0.218 -0.30
C 0.53412 7.93850 7.18535 -0.267 0.255 -0.424 -0.83
C 1.24297 8.22395 5.86372 0.087 -0.332 0.329 -0.14
N 2.37584 7.31767 5.66519 -0.199 0.117 -0.299 -0.28
C 2.93688 7.36209 4.31520 -0.078 -0.387 0.274 -0.97
C 2.03180 6.91702 3.15669 0.553 0.391 -0.211 -0.47
O 1.70666 5.52556 3.17321 -0.322 -0.141 -0.404 -0.40
C 0.59039 5.18811 3.99132 0.087 -0.201 0.036 -0.61
H -0.26688 4.83416 7.96029 -0.017 0.116 -0.042 0.23
H 1.37717 5.36335 7.56821 0.145 -0.020 0.176 0.31
H 0.51836 6.05103 8.98204 0.091 -0.051 -0.030 0.35
H 1.23035 7.97994 8.02917 0.031 -0.152 -0.108 0.40
H -0.22332 8.71053 7.34478 0.042 0.008 0.002 0.40
H 1.60487 9.25667 5.86299 0.014 -0.054 -0.017 0.40
H 0.50420 8.11793 5.06122 -0.176 0.180 0.045 0.12
H 2.07193 6.36902 5.85304 0.072 0.114 0.099 0.07
H 3.81428 6.70867 4.32292 -0.002 0.048 -0.133 0.39
H 3.30082 8.37439 4.11545 -0.113 -0.006 -0.047 0.43
H 2.59464 7.07663 2.23129 0.008 -0.058 0.040 0.40
H 1.12826 7.52836 3.06545 -0.106 -0.144 0.175 0.42
H -0.15494 5.98630 4.03177 0.072 -0.010 0.069 0.39
H 0.92437 4.92560 4.99598 -0.197 0.090 0.068 0.14
H 0.11672 4.29769 3.56616 0.019 0.009 -0.039 0.22
C -2.97151 -10.93761 -6.69297 0.246 0.073 -0.132 -0.72
O -2.38490 -9.65785 -6.87376 -0.394 -0.144 0.165 -0.34
C -3.18202 -8.59367 -6.35417 0.419 0.387 -0.014 -0.83
C -2.50834 -7.96233 -5.13761 -0.134 -0.520 -0.008 -0.12
N -2.52976 -8.86998 -3.99014 0.090 0.261 -0.110 -0.35
C -1.68157 -8.43539 -2.87876 0.057 -0.360 -0.144 -0.80
C -0.16798 -8.35831 -3.12955 -0.082 -0.052 0.461 -0.10
O 0.44876 -9.62232 -3.34391 -0.106 0.363 -0.244 -0.45
C 0.39236 -10.09003 -4.68288 0.166 -0.270 0.251 -0.57
H -2.37486 -11.66330 -7.24809 0.010 0.127 0.017 0.24
H -2.96679 -11.22532 -5.63818 -0.181 -0.089 0.029 0.31
H -3.99375 -10.96029 -7.08200 -0.009 -0.032 0.084 0.34
H -4.20152 -8.91881 -6.12198 0.121 -0.119 0.084 0.41
H -3.24815 -7.83894 -7.14313 -0.030 0.014 0.018 0.39
H -3.03228 -7.03788 -4.87357 0.013 -0.025 0.021 0.38
H -1.48154 -7.70646 -5.42222 -0.019 0.171 -0.170 0.15
H -2.21545 -9.78539 -4.29135 -0.060 0.094 0.025 0.09
H -1.84836 -9.14755 -2.06546 0.090 0.077 0.033 0.39
H -2.03567 -7.46234 -2.52241 0.035 0.044 -0.079 0.36
H 0.28716 -7.96063 -2.21873 -0.049 -0.104 -0.048 0.24
H 0.09422 -7.65379 -3.92621 -0.055 -0.105 -0.143 0.22
H 0.41146 -9.27471 -5.41101 -0.116 0.000 0.038 0.27
H -0.49263 -10.71289 -4.82917 -0.045 0.066 -0.243 0.20
H 1.26529 -10.72389 -4.85508 -0.018 0.077 0.079 0.30
```
Forces are in eV/Å.

Its total energy is -2647.62258 a.u. The total charge is +1. For the HOMO-LUMO gap, the calculation gives 6.83 eV.